# 1
Molecular formula: C32H44IrN3O2S3Si4Te
Method: DFT, ωB97M-V with the def2-TZVPD basis set

Properties
<S²>: 0.82
Relative energy (zero: lowest compared OMol25 entry of this formula, charge and spin) (kcal/mol): 53.72
Molar mass (g/mol): 1031.085
HOMO energy (spin up / spin down) (hartree): -0.3687 / -0.3685

ORCA input file:
```
! RIJCOSX wB97M-V def2-TZVPD def2/J DEFGRID3
* xyz 1 2
Ir -0.0457 0.1829 -0.0842
O 1.6765 -3.6823 1.4716
C 0.5766 -4.1366 2.1007
C 0.6667 -5.3337 2.8106
C -0.4345 -5.8454 3.4604
C -1.6550 -5.1793 3.4100
C -1.7626 -3.9977 2.7176
C -0.6556 -3.4499 2.0582
C -0.7830 -2.1811 1.3625
O 0.2547 -1.6101 0.8250
N -1.9723 -1.6165 1.2953
N -2.0186 -0.4333 0.6835
C -3.1828 0.1751 0.7016
S -3.3761 1.8217 0.2048
C -5.1823 1.6613 0.0016
C -5.7093 0.8133 1.1382
S -4.5999 -0.6242 1.3577
H 1.4570 -2.8055 1.0909
H 1.6207 -5.8347 2.8365
H -0.3485 -6.7678 4.0130
H -2.5135 -5.5865 3.9161
H -2.6948 -3.4579 2.6714
H -5.3579 1.2017 -0.9723
H -5.5965 2.6671 0.0105
H -6.7034 0.4230 0.9209
H -5.7347 1.3646 2.0810
S 0.1346 4.5418 -1.0336
C -1.0907 3.8430 -2.0731
C -1.9452 4.4925 -2.9397
C -2.8480 3.7315 -3.6679
C -2.8765 2.3472 -3.5438
C -2.0219 1.6911 -2.6816
C -1.1304 2.4434 -1.9136
N -0.2580 1.9653 -0.9901
C 0.5084 2.9476 -0.4464
C 1.4828 2.5710 0.5030
C 2.4004 3.4325 1.1188
C 3.2784 2.9345 2.0550
C 3.2858 1.5823 2.3753
C 2.4030 0.7042 1.7435
C 1.4976 1.1898 0.8316
H -1.9138 5.5661 -3.0311
H -3.5312 4.2250 -4.3408
H -3.5868 1.7783 -4.1232
H -2.0331 0.6153 -2.5759
H 2.3906 4.4788 0.8495
H 3.9681 3.6011 2.5483
H 3.9665 1.2024 3.1209
H 2.4361 -0.3475 1.9922
C 0.7136 -3.1961 -7.4080
Si 0.0622 -2.4127 -5.7946
C -1.0186 -0.8997 -6.2348
C -0.9757 -3.7030 -4.8458
Si 1.9690 -1.7193 -4.4720
Te 1.5214 -0.7977 -2.1493
Si 3.1637 0.1963 -5.4436
C 4.6417 0.6620 -4.3359
C 1.9416 1.6549 -5.5694
C 3.7535 -0.3350 -7.1751
Si 3.5095 -3.5509 -3.9078
C 4.3678 -4.1088 -5.5144
C 4.7851 -2.9508 -2.6273
C 2.4569 -4.9599 -3.1734
H -0.1101 -3.4913 -8.0526
H 1.3039 -4.0862 -7.2164
H 1.3325 -2.5076 -7.9740
H -1.9499 -1.2114 -6.7005
H -0.5157 -0.2450 -6.9397
H -1.2729 -0.3083 -5.3607
H -1.8749 -3.9633 -5.3981
H -1.2854 -3.3365 -3.8724
H -0.4208 -4.6220 -4.6879
H 4.3345 0.8049 -3.3042
H 5.1026 1.5876 -4.6702
H 5.4122 -0.1021 -4.3500
H 1.5033 1.8930 -4.6046
H 1.1287 1.4454 -6.2568
H 2.4428 2.5499 -5.9291
H 4.3986 -1.2062 -7.1365
H 4.3182 0.4636 -7.6479
H 2.9216 -0.5703 -7.8309
H 4.9905 -3.3255 -5.9340
H 3.6540 -4.4063 -6.2756
H 5.0115 -4.9631 -5.3249
H 5.4308 -2.1758 -3.0267
H 5.4239 -3.7675 -2.3015
H 4.2947 -2.5491 -1.7457
H 1.7997 -5.4059 -3.9132
H 1.8437 -4.6102 -2.3486
H 3.0911 -5.7541 -2.7888
*
```

Taken from the Mulliken analysis, the atomic charges in e are: 0.351, -0.711, 0.212, -0.677, -0.396, -0.761, -0.557, 0.227, 0.941, -0.381, -0.537, 0.216, 0.100, 0.003, -0.655, -0.584, 0.004, 0.345, 0.474, 0.398, 0.416, 0.511, 0.286, 0.457, 0.419, 0.323, -0.325, 0.866, -0.611, -0.702, -0.905, -0.323, -0.733, 0.587, 0.801, 0.676, -0.919, -0.809, -0.723, -0.134, -0.223, 0.457, 0.448, 0.535, 0.662, 0.446, 0.412, 0.467, 0.498, -1.066, 0.568, -0.778, -1.063, 0.110, -0.720, 0.223, -1.006, -0.724, -0.999, 0.397, -1.016, -0.918, -0.992, 0.381, 0.296, 0.274, 0.415, 0.309, 0.010, 0.396, 0.303, 0.297, 0.331, 0.384, 0.261, 0.012, 0.260, 0.428, 0.255, 0.394, 0.288, 0.284, 0.269, 0.392, 0.265, 0.396, 0.246, 0.276, 0.304, 0.385

---

# 2
Molecular formula: C32H44N6OZn
Method: DFT, ωB97M-V with the def2-TZVPD basis set

Properties
Relative energy (zero: lowest compared OMol25 entry of this formula, charge and spin) (kcal/mol): 0.00
Molar mass (g/mol): 594.135
HOMO energy (hartree): -0.2059

ORCA input file:
```
! RIJCOSX wB97M-V def2-TZVPD def2/J DEFGRID3
* xyz 0 1
Zn 0.6357 0.1372 -0.4382
C 2.0199 3.9519 1.7987
C 0.6781 3.2013 1.7897
C -0.4847 4.2002 1.7132
C 0.4241 2.2938 2.9258
C 0.4526 2.8480 4.2225
C 0.3007 2.0773 5.3518
C 0.2073 0.6642 5.1758
C 0.1995 0.0831 3.9114
C 0.5935 -1.3921 3.9147
C 1.7969 -1.6171 3.0161
C -0.4909 -2.4840 3.7560
C 0.1676 0.9355 2.7395
N -0.1167 0.4401 1.4572
C -1.2812 -0.3681 1.4100
C -1.5653 -1.1287 0.3123
N -0.8820 -0.9988 -0.9256
C -0.8950 -2.1914 -1.7625
C -1.5053 -2.0911 -3.0153
C -1.2507 -3.1169 -3.9232
C -0.6241 -4.2937 -3.5944
C -0.2892 -4.4929 -2.2686
C -0.4011 -3.4743 -1.3841
C 0.0665 -3.7846 0.0120
C 1.5171 -4.3521 0.1202
C -0.9613 -4.6537 0.7389
C -2.2282 -0.8391 -3.5448
C -1.1805 0.2834 -3.7850
C -3.3443 -0.4021 -2.6332
H 2.1969 4.5112 0.8707
H 2.9536 3.3401 1.8687
H 2.0750 4.6982 2.5351
H 0.6302 2.6627 0.8580
H -0.5359 4.9004 2.5619
H -1.3322 3.5789 1.7957
H -0.4815 4.7549 0.7830
H 0.7107 3.9151 4.3320
H 0.3654 2.4908 6.3332
H 0.2858 0.0761 6.0725
H 0.9602 -1.5272 4.9243
H 1.5817 -1.6451 1.9308
H 2.3374 -2.6277 3.1826
H 2.5039 -0.8307 3.2077
H -0.7772 -2.5148 2.7092
H -1.3406 -2.2057 4.3521
H -0.1679 -3.4780 4.0255
H -1.8945 -0.3486 2.3048
H -2.4155 -1.7957 0.2512
H -1.5847 -2.9825 -4.9472
H -0.4113 -5.0251 -4.3309
H 0.1951 -5.4210 -1.9415
H 0.0981 -2.8726 0.5938
H 1.6664 -5.2911 -0.3773
H 1.7172 -4.4374 1.1935
H 2.2263 -3.6688 -0.3644
H -1.3805 -5.4477 0.1776
H -1.8267 -3.9545 0.9039
H -0.6873 -5.0946 1.7060
H -2.6425 -1.1801 -4.5013
H -0.5882 0.4052 -2.8975
H -1.7329 1.1714 -3.9747
H -0.5164 0.0859 -4.6681
H -2.9512 0.0440 -1.8010
H -3.8804 -1.2802 -2.3451
H -3.9512 0.4037 -3.1145
N 3.8430 -0.9077 -0.7800
C 2.7943 -0.4705 -0.5802
H 4.6959 -1.3877 -0.8980
C 2.3372 3.6656 -3.9193
N 1.2316 3.3865 -2.9966
C 0.0478 4.1149 -2.9392
C -0.9565 3.7831 -2.1372
C -0.8266 2.5900 -1.3877
N 0.3909 1.9808 -1.3603
C 1.3888 2.2563 -2.2246
O 2.3860 1.5417 -2.3744
N -1.8723 2.1228 -0.7376
H 2.2910 4.6494 -4.3356
H 2.2904 2.9970 -4.7780
H 3.2693 3.4580 -3.3951
H 0.0797 4.9535 -3.6557
H -1.9187 4.3327 -2.1322
H -2.6024 2.7861 -0.5485
H -1.8340 1.3029 -0.1209
*
```

Taken from the Mulliken analysis, the atomic charges in e are: 0.293, -1.859, 1.751, -1.697, 0.455, -0.145, -1.477, -0.788, 0.084, 0.276, -0.845, -1.283, -0.395, 1.481, -1.593, -0.646, 2.666, -1.145, 0.673, -1.104, -1.468, -0.304, 0.414, 3.070, -1.662, -1.617, 0.393, -1.190, -1.596, 0.418, 0.328, 0.447, -1.132, 0.330, 0.419, 0.392, 0.261, 0.398, 0.441, 0.625, -0.335, 0.319, 0.401, 0.071, 0.358, 0.483, 0.567, 0.284, 0.309, 0.440, 0.277, -1.986, 0.436, 0.373, 0.301, 0.351, 0.343, 0.367, 0.627, -0.246, 0.442, 0.466, 0.192, 0.442, 0.379, -0.183, -0.037, 0.178, -0.960, 0.146, -0.291, -1.224, 1.075, 0.152, 0.456, -0.730, 0.008, 0.354, 0.330, 0.303, 0.415, 0.433, 0.371, -0.127

---

It is found that the total energy values, taken in the order of the records, are -4285.3075 -3428.8311 hartree.